1.
9
Properties=species:S:1:pos:R:3:lowdin_charge:R:1 method="wB97M-V/def2-TZVPD" e_tot_ev=-17315.96305 fmax_ev_per_a=4.31 spin_multiplicity=1 de_lowest_kcal_mol=31.40 smiles=CNP(F)F lumo_ev=0.463
C 0.06106 0.26127 0.13006 -0.283
N -0.85733 -0.84102 0.17528 -0.232
P -2.68169 -0.08922 -0.61838 0.987
F -3.83470 -0.77970 0.37742 -0.350
F -2.38187 1.32458 0.15858 -0.336
H -0.16268 0.87444 0.93078 0.032
H 1.05430 -0.16135 0.12173 0.082
H -0.14660 0.98236 -0.66316 0.051
H -0.52140 -1.56308 -0.52308 0.051

***

2.
9
Properties=species:S:1:pos:R:3:lowdin_charge:R:1 method="wB97M-V/def2-TZVPD" e_tot_ev=-30494.97945 fmax_ev_per_a=2.32 spin_multiplicity=1 de_lowest_kcal_mol=83.14 smiles="F[C@@H](I)[PH2]=P" lumo_ev=-0.404
F -0.44244 0.90043 1.47574 -0.194
C 0.54166 0.79599 0.53118 -0.991
I 2.30710 0.19570 1.60877 0.761
P -0.11611 -0.51715 -0.68006 0.368
P -2.07574 -0.73606 -1.48877 0.276
H 0.71749 1.83617 0.13166 0.066
H 1.02559 -0.43256 -1.51397 -0.041
H 0.38602 -1.72725 -0.00386 -0.031
H -2.34356 -0.31527 -0.06069 -0.213

***

3.
8
Properties=species:S:1:pos:R:3:lowdin_charge:R:1 method="wB97M-V/def2-TZVPD" e_tot_ev=-6787.62057 fmax_ev_per_a=3.97 spin_multiplicity=1 de_lowest_kcal_mol=115.49 charge=+1 lumo_ev="-6.377 / -7.145"
C -0.29965 -0.36027 -0.44511 -0.084
N 0.79062 -1.06670 -0.54501 0.218
N -0.31187 1.60572 0.82602 0.222
F -1.37463 -0.50489 -1.13994 0.199
H 1.72551 -0.88229 0.04062 0.234
H 0.80214 -1.77613 -1.31536 0.174
H -1.32800 1.84007 0.95767 0.065
H -0.00412 1.14448 1.62110 -0.026

***

4.
8
Properties=species:S:1:pos:R:3:lowdin_charge:R:1 method="wB97M-V/def2-TZVPD" e_tot_ev=-7351.64111 fmax_ev_per_a=5.47 spin_multiplicity=1 de_lowest_kcal_mol=116.01 lumo_ev=0.508
C 1.05179 -0.28954 0.14369 -0.064
N -1.04791 0.77946 -0.25537 -0.021
O -0.28173 -0.35546 -0.44233 -0.255
F -1.78251 0.29954 0.85925 -0.157
H 1.77205 0.30423 -0.47346 0.093
H 1.32945 -1.30963 0.13969 0.069
H 1.05853 0.11571 1.15073 0.080
H -2.09967 0.45569 -1.12219 0.256

***

5.
9
Properties=species:S:1:pos:R:3:lowdin_charge:R:1 method="wB97M-V/def2-TZVPD" e_tot_ev=-9396.20497 fmax_ev_per_a=10.97 spin_multiplicity=3 de_lowest_kcal_mol=54.94 lumo_ev="0.311 / -3.250" s_squared=2.006
C 0.25757 0.98762 -0.44476 -0.417
N -0.39517 -0.10021 -0.44134 0.077
O 1.17675 1.15349 -1.27715 0.118
O -0.27851 -1.78103 1.61726 -0.039
F -1.56252 0.10165 0.28195 -0.023
H -0.15038 1.93205 0.05105 0.156
H -0.92472 -1.53267 1.04336 -0.068
H 1.62339 0.45540 -1.83720 0.176
H 0.25360 -1.21629 1.00683 0.020

***

6.
10
Properties=species:S:1:pos:R:3:lowdin_charge:R:1 method="wB97M-V/def2-TZVPD" e_tot_ev=-18694.76659 fmax_ev_per_a=2.53 spin_multiplicity=1 de_lowest_kcal_mol=25.86 charge=-1 lumo_ev="4.165 / 4.165"
C -1.39493 1.05953 0.17169 -0.218
N 0.92401 -1.64551 -0.31154 -0.114
O 1.76872 0.12480 1.41205 -0.415
O 1.85895 0.66099 -1.10576 -0.408
F -1.62420 2.36397 -0.21557 -0.192
P 1.21892 -0.00012 0.04559 0.331
H -1.70805 0.94411 1.21046 -0.008
H -1.98747 0.40595 -0.48270 -0.013
H 0.43248 -1.76507 -1.18354 0.019
H 0.51157 -2.14865 0.45930 0.019

***

7.
8
Properties=species:S:1:pos:R:3:lowdin_charge:R:1 method="wB97M-V/def2-TZVPD" e_tot_ev=-16143.21496 fmax_ev_per_a=4.14 spin_multiplicity=1 de_lowest_kcal_mol=33.01 smiles=CNSF lumo_ev=0.877
C 0.90304 -0.45096 0.30508 -0.086
N -0.28377 0.64303 0.47842 -0.474
S -0.97898 1.33044 -0.83147 0.847
F -1.91217 0.19515 -1.67568 -0.525
H 1.47963 -0.21717 -0.64151 0.079
H 1.24639 -0.45784 1.31595 0.049
H 0.50988 -1.44146 -0.11257 0.080
H -0.96402 0.39882 1.16178 0.030

***

8.
8
Properties=species:S:1:pos:R:3:lowdin_charge:R:1 method="wB97M-V/def2-TZVPD" e_tot_ev=-16140.84614 fmax_ev_per_a=4.58 spin_multiplicity=1 de_lowest_kcal_mol=87.64 lumo_ev="-2.851 / -2.852"
C -0.08761 -0.38394 -0.45807 -0.121
N -0.93071 0.25510 0.57195 -0.496
F -3.26678 -0.97245 -0.67475 -0.589
S -2.27780 1.23542 0.33524 0.873
H -0.59933 -1.10047 -1.07278 0.072
H 0.26880 0.46683 -1.10646 0.100
H 0.73677 -0.82352 0.13500 0.091
H -1.29347 -0.22340 1.42723 0.070

***

9.
8
Properties=species:S:1:pos:R:3:lowdin_charge:R:1 method="wB97M-V/def2-TZVPD" e_tot_ev=-15152.54453 fmax_ev_per_a=2.26 spin_multiplicity=1 de_lowest_kcal_mol=94.00 lumo_ev="-0.588 / 0.472"
C -0.92580 -0.64383 0.20920 -0.167
O -1.70224 0.21703 -0.41921 -0.028
F 2.39464 0.69913 1.30964 -0.515
P 1.93885 0.18007 -0.19150 0.757
H -0.63190 -0.34245 1.18570 0.044
H -0.36763 -1.32127 -0.43092 0.025
H -1.80709 -0.04056 -1.30169 0.071
H 1.10118 1.25188 -0.36122 -0.187

***

10.
7
Properties=species:S:1:pos:R:3:lowdin_charge:R:1 method="wB97M-V/def2-TZVPD" e_tot_ev=-23975.36663 fmax_ev_per_a=2.64 spin_multiplicity=8 de_lowest_kcal_mol=0.00 charge=+1 lumo_ev="-6.863 / -5.661" s_squared=16.217
Gd 1.03851 -0.17819 -0.52962 1.871
O 2.06792 -1.90865 0.19469 -0.547
H 1.81429 -2.83010 0.19656 -0.026
C -0.96498 1.07153 -0.03063 -0.297
H -1.86746 0.43644 0.00994 -0.002
H -1.17515 1.84039 -0.79544 0.000
H -0.91314 1.56858 0.95450 0.000

***

11.
7
Properties=species:S:1:pos:R:3:lowdin_charge:R:1 method="wB97M-V/def2-TZVPD" e_tot_ev=-23975.12926 fmax_ev_per_a=2.42 spin_multiplicity=8 de_lowest_kcal_mol=5.47 charge=+1 lumo_ev="-6.955 / -5.715" s_squared=16.258
Gd 0.06285 0.99047 -0.09833 1.887
O 1.09644 2.59461 0.86437 -0.555
H 2.01110 2.67754 1.12926 -0.028
C -0.69510 -1.27007 -0.43050 -0.301
H 0.11801 -2.00845 -0.31400 -0.003
H -1.11265 -1.42534 -1.44125 0.000
H -1.48065 -1.55878 0.29044 -0.001

***

12.
11
Properties=species:S:1:pos:R:3:lowdin_charge:R:1 method="wB97M-V/def2-TZVPD" e_tot_ev=-40965.27921 fmax_ev_per_a=3.20 spin_multiplicity=1 de_lowest_kcal_mol=17.90 smiles="CNP=O.ISI" lumo_ev=-1.321
C 0.56823 1.03006 -0.64435 -0.181
N 0.10133 0.04685 -1.58600 -0.333
P -1.38556 -0.76335 -1.39254 0.712
O -2.00395 -0.27303 -0.18391 -0.556
H 1.03145 1.83973 -1.19629 0.079
H -0.12077 1.16573 0.17009 0.052
H 1.46204 0.51591 -0.28600 0.050
H 0.63081 -0.01543 -2.42246 0.053
I -0.01725 0.32390 3.73294 0.307
S -1.02191 -1.45655 2.58880 -0.494
I 0.75558 -2.41382 1.21971 0.311

***

13.
8
Properties=species:S:1:pos:R:3:lowdin_charge:R:1 method="wB97M-V/def2-TZVPD" e_tot_ev=-12174.13693 fmax_ev_per_a=4.39 spin_multiplicity=1 de_lowest_kcal_mol=41.24 charge=+1 lumo_ev=-4.772
C 0.27240 0.11284 -0.95456 -0.155
N -0.81849 -0.62679 -0.88343 0.194
N 1.26404 0.68352 -0.83847 0.389
I 0.01343 -0.59254 2.56054 0.615
H -0.26193 0.82879 3.03640 -0.371
H -1.38823 -0.52315 -1.76814 0.186
H -1.17895 -0.90828 -0.00159 0.025
H 2.09774 1.02561 -1.15075 0.118

***

14.
8
Properties=species:S:1:pos:R:3:lowdin_charge:R:1 method="wB97M-V/def2-TZVPD" e_tot_ev=-12170.69483 fmax_ev_per_a=3.13 spin_multiplicity=1 de_lowest_kcal_mol=120.62 charge=+1 lumo_ev="-6.123 / -6.107"
C -0.53467 0.56120 -0.23227 0.104
N -1.26989 -0.04152 0.60528 0.161
N 1.69981 0.11723 -0.01011 -0.516
I 1.86784 -1.81169 -0.43272 0.855
H -0.76456 0.87451 -1.25489 0.115
H -2.27467 0.07558 0.50270 0.154
H -0.93309 -0.47682 1.48515 0.167
H 2.20923 0.70151 -0.66315 -0.041

***

15.
9
Properties=species:S:1:pos:R:3:lowdin_charge:R:1 method="wB97M-V/def2-TZVPD" e_tot_ev=-13667.83132 fmax_ev_per_a=4.03 spin_multiplicity=3 de_lowest_kcal_mol=1.10 lumo_ev="0.150 / -1.335" s_squared=2.012
C 0.27267 0.23014 0.76130 -0.128
N 0.41224 -1.20369 0.85109 -0.138
N 0.52031 -1.98902 -0.01806 0.055
N 0.22205 -0.77097 -1.94128 -0.544
I 1.97388 -0.68666 -2.80839 0.734
H 0.67709 0.63639 -0.10896 0.015
H 0.53464 0.66754 1.72675 0.082
H -0.75882 0.40719 0.66953 0.064
H -0.23688 -1.46033 -2.40219 -0.141

***

16.
9
Properties=species:S:1:pos:R:3:lowdin_charge:R:1 method="wB97M-V/def2-TZVPD" e_tot_ev=-23568.22091 fmax_ev_per_a=4.11 spin_multiplicity=1 de_lowest_kcal_mol=135.91 lumo_ev="-2.174 / -2.159"
C 1.13911 0.40217 0.13909 -0.278
N -1.59124 0.79707 -0.26158 -0.372
O -0.16641 -1.94851 -1.61442 -0.421
S -0.57472 -0.30963 0.07062 0.324
I -0.76617 -1.30600 2.21931 0.566
H 1.19763 1.41591 0.72166 0.103
H 1.64635 -0.29010 0.73495 -0.013
H 1.31852 0.60802 -0.93149 0.063
H -2.20306 0.63106 -1.07815 0.028

***

17.
9
Properties=species:S:1:pos:R:3:lowdin_charge:R:1 method="wB97M-V/def2-TZVPD" e_tot_ev=-23572.24641 fmax_ev_per_a=3.95 spin_multiplicity=1 de_lowest_kcal_mol=43.08 smiles=SCONI lumo_ev=-0.213
S -2.09426 -1.15552 0.01404 0.712
C -0.48327 -0.42595 -0.55178 -0.572
O 0.07952 0.28255 0.53430 -0.365
N 1.15791 1.09140 0.14527 -0.502
I 2.87149 0.04356 -0.19795 0.775
H -2.07591 -0.48792 1.17953 -0.140
H -0.76010 0.30606 -1.30828 0.081
H 0.06595 -1.24732 -0.79022 0.004
H 1.23868 1.59316 0.97509 0.007

***

18.
8
Properties=species:S:1:pos:R:3:lowdin_charge:R:1 method="wB97M-V/def2-TZVPD" e_tot_ev=-21526.24234 fmax_ev_per_a=4.51 spin_multiplicity=1 de_lowest_kcal_mol=26.08 smiles=CSNI lumo_ev=-0.709
C -1.24226 0.32807 0.35218 -0.404
S 0.02180 -0.92687 0.46383 0.685
N 1.20686 -0.30568 -0.64047 -0.845
I 3.11748 0.35628 0.11148 0.573
H -1.62093 0.42507 1.28003 -0.023
H -1.99802 0.06316 -0.47716 0.075
H -0.79850 1.21857 0.07654 0.005
H 1.31356 -1.15859 -1.16642 -0.065

***

19.
9
Properties=species:S:1:pos:R:3:lowdin_charge:R:1 method="wB97M-V/def2-TZVPD" e_tot_ev=-31372.78076 fmax_ev_per_a=4.30 spin_multiplicity=1 de_lowest_kcal_mol=68.46 lumo_ev="-1.806 / -1.807"
C 0.48892 1.50982 0.16398 -0.419
O 0.07601 -2.75622 -0.13938 -0.530
P -0.12091 -0.04790 -0.73454 0.487
S 0.41044 -1.39323 0.73014 0.538
I -3.09786 0.52215 -0.00425 -0.122
H 0.38216 2.18025 -0.63903 -0.011
H 1.51631 1.14203 0.50822 0.038
H -0.18055 1.54764 1.07675 0.025
H 0.52549 -2.70455 -0.96190 -0.007

***

20.
8
Properties=species:S:1:pos:R:3:lowdin_charge:R:1 method="wB97M-V/def2-TZVPD" e_tot_ev=-29324.89073 fmax_ev_per_a=4.40 spin_multiplicity=1 de_lowest_kcal_mol=54.11 lumo_ev="-2.660 / -0.993"
C 0.33866 -0.70917 0.12995 -0.435
P 0.04258 1.10894 0.55565 0.429
S -1.81057 1.36783 -0.25314 0.088
I -4.76918 -0.02296 -0.01589 -0.041
H 0.97343 -0.64004 -0.82612 0.050
H -0.46897 -1.31111 -0.05072 -0.026
H 0.99518 -1.06851 0.94111 0.020
H -2.06728 2.71107 0.28568 -0.085